(1)
The following is a quantum chemistry calculation of a structure of composition C27H62ClCu2F7N8O9P at a distorted geometry, from the OMol25 dataset.

Values from the calculation:
- 2S+1 = 1
- HOMO level (eV) = -5.9091
- net charge = -1

Last column: Mulliken charge in e.
Element x y z (Å)
Cu (0.3447, 1.8493, 2.0179)  0.671
Cu (2.9428, 0.0478, 0.5456)  0.967
P (5.3266, 0.3182, -1.8443)  1.368
F (3.8342, -0.0411, -1.5453)  -0.327
F (5.7043, -0.4586, -0.4038)  -0.405
F (5.3111, -1.1520, -2.6421)  -0.412
F (6.9417, 0.5687, -2.0439)  -0.345
F (4.8108, 1.1169, -3.1532)  -0.368
F (5.1615, 1.6946, -0.9222)  -0.378
Cl (0.1605, 0.1523, -0.2980)  -0.841
F (2.6323, 1.4669, 2.3453)  -0.939
C (4.1740, -3.9629, -1.2769)  0.462
O (5.1351, -4.6843, -0.9964)  -0.707
N (2.9593, -4.3972, -1.6052)  0.171
C (1.8207, -3.4737, -1.7089)  0.516
C (2.6254, -5.8388, -1.6214)  -1.095
H (4.1675, -2.8960, -1.0051)  0.122
H (0.9602, -3.7069, -1.0818)  -0.792
H (1.4691, -3.4982, -2.7403)  0.420
H (2.1261, -2.4644, -1.4329)  -0.120
H (3.5013, -6.4831, -1.6974)  0.356
H (2.0597, -6.1765, -0.7530)  0.320
H (2.0531, -6.1267, -2.5032)  0.343
C (-3.4141, 2.7279, 2.0157)  0.241
O (-2.2666, 3.0125, 1.6294)  -0.679
N (-4.4128, 3.5900, 2.2717)  0.149
C (-5.7756, 3.1254, 2.3869)  -1.042
C (-4.2401, 5.0283, 2.2735)  -0.983
H (-3.7937, 1.7113, 2.2018)  0.342
H (-6.4631, 3.7298, 1.7950)  0.317
H (-6.0137, 3.2030, 3.4477)  0.377
H (-5.9573, 2.1156, 2.0189)  0.329
H (-3.2172, 5.3930, 2.1788)  0.308
H (-4.9087, 5.4935, 1.5493)  0.288
H (-4.5854, 5.3100, 3.2683)  0.376
C (0.0390, 2.0136, -3.6000)  0.464
O (-0.6719, 3.0110, -3.8928)  -0.777
N (0.6312, 1.1913, -4.4569)  0.273
C (1.4458, 0.0568, -4.0075)  -0.798
C (0.5992, 1.3124, -5.9079)  -1.239
H (0.1567, 1.8441, -2.5185)  0.215
H (2.3915, 0.0820, -4.5488)  0.483
H (0.9844, -0.9227, -4.1326)  0.328
H (1.6427, 0.0833, -2.9357)  -0.073
H (0.4754, 0.3151, -6.3300)  0.396
H (-0.2348, 1.9334, -6.2347)  0.342
H (1.5837, 1.7034, -6.1646)  0.338
C (-4.1481, -0.2471, -0.3392)  0.384
O (-5.0388, -1.0899, -0.0593)  -0.739
N (-4.1758, 0.5941, -1.3798)  0.409
C (-3.2123, 1.6997, -1.6380)  -0.733
C (-5.3241, 0.8292, -2.3045)  -0.982
H (-3.3046, 0.0692, 0.2937)  0.184
H (-2.3720, 1.6334, -0.9469)  0.034
H (-3.6877, 2.6785, -1.7017)  0.361
H (-2.7672, 1.5927, -2.6272)  0.109
H (-5.9298, 1.7252, -2.1696)  0.347
H (-5.0540, 0.9914, -3.3479)  0.206
H (-6.0011, -0.0199, -2.2106)  0.372
C (3.7974, -2.4906, 2.2413)  -0.081
O (3.3203, -2.0257, 1.2099)  -0.353
N (3.2495, -2.3709, 3.5001)  0.443
C (2.1319, -1.4584, 3.8340)  -0.514
C (3.9015, -3.1147, 4.6173)  -1.038
H (4.7281, -3.0742, 2.3149)  0.335
H (1.3894, -1.8740, 4.5153)  0.206
H (1.6017, -1.2024, 2.9167)  -0.189
H (2.5571, -0.5332, 4.2230)  0.393
H (4.5852, -3.9282, 4.3747)  0.377
H (4.4404, -2.3754, 5.2099)  0.323
H (3.0721, -3.5741, 5.1550)  0.294
C (1.9193, 6.2999, -0.3325)  0.148
O (0.8374, 6.7918, 0.0500)  -0.628
N (2.1122, 5.0456, -0.7715)  0.272
C (3.4934, 4.6000, -1.1603)  -0.910
C (1.0351, 4.0310, -0.7757)  -0.032
H (2.8134, 6.9303, -0.4569)  0.278
H (3.3995, 4.3603, -2.2194)  0.299
H (3.8764, 3.8041, -0.5215)  0.283
H (4.2436, 5.3859, -1.0732)  0.339
H (0.0999, 4.5252, -0.5126)  0.254
H (0.8291, 3.4980, -1.7040)  -0.188
H (1.2462, 3.2940, -0.0009)  -0.092
C (-1.1283, -2.8911, 2.4344)  0.369
O (-0.8728, -3.0401, 3.6242)  -0.757
N (-1.6632, -3.7638, 1.6177)  0.098
C (-1.6539, -3.6041, 0.1507)  -0.786
C (-2.1695, -5.0681, 2.1301)  -0.980
H (-0.9728, -1.9351, 1.9108)  0.285
H (-2.4931, -4.0142, -0.4111)  0.389
H (-0.7312, -4.0231, -0.2507)  0.141
H (-1.7866, -2.5447, -0.0687)  0.061
H (-2.4330, -5.0850, 3.1876)  0.289
H (-3.0322, -5.4035, 1.5544)  0.335
H (-1.4325, -5.8463, 1.9317)  0.342
C (-1.0914, 0.2082, 4.6483)  -0.034
O (-1.1641, 0.8236, 3.5475)  -0.332
N (-0.1952, 0.5040, 5.5711)  0.182
C (0.0481, -0.3628, 6.7587)  -0.913
C (0.8187, 1.5565, 5.3169)  -0.664
H (-1.6891, -0.6709, 4.9352)  0.291
H (1.1193, -0.5602, 6.7173)  0.349
H (-0.4803, -1.3126, 6.6765)  0.316
H (-0.2437, 0.1427, 7.6792)  0.304
H (0.9625, 1.9530, 4.3118)  -0.020
H (0.5293, 2.4581, 5.8567)  0.324
H (1.8175, 1.2005, 5.5692)  0.351
C (-2.9263, -0.1552, -5.6960)  -0.856
C (-2.3171, -1.3951, -5.0438)  0.734
O (-2.1806, -2.4352, -5.6951)  -0.637
C (-1.8935, -1.2920, -3.6041)  -0.086
H (-2.2083, 0.4138, -6.2866)  0.130
H (-3.3805, 0.4887, -4.9428)  0.083
H (-3.6397, -0.5559, -6.4161)  0.426
H (-2.7761, -1.0119, -3.0289)  0.195
H (-1.1907, -0.4633, -3.5187)  -0.236
H (-1.4309, -2.2342, -3.3101)  0.180

***

(2)
The following is a quantum chemistry calculation of a cluster of 7 separate species, C27H62ClN5O13 in total at a distorted geometry, from the OMol25 dataset.

Values from the calculation:
- 2S+1 = 1
- HOMO level (eV) = -7.1818
- net charge = 0

Last column: Mulliken charge in e.
Element x y z (Å)
C (-3.7391, -3.4431, 2.5941)  -0.901
N (-5.0680, -3.7812, 1.9336)  -0.198
C (-5.9122, -4.6782, 2.8591)  -0.825
C (-5.7190, -2.4167, 1.5594)  -0.847
C (-4.7222, -4.6340, 0.6382)  -0.569
C (-5.9179, -5.1169, -0.2962)  -0.616
O (-6.5427, -3.9523, -0.9688)  -0.484
H (-3.9242, -2.9923, 3.5691)  0.396
H (-3.1615, -2.7574, 1.9742)  0.422
H (-3.1730, -4.3497, 2.8077)  0.395
H (-6.2647, -4.1610, 3.7516)  0.358
H (-5.2931, -5.5498, 3.0713)  0.356
H (-6.8578, -4.8813, 2.3564)  0.376
H (-6.6456, -2.7496, 1.0917)  0.390
H (-4.9894, -1.8534, 0.9777)  0.336
H (-5.8550, -2.0221, 2.5663)  0.411
H (-4.1170, -5.4919, 0.9313)  0.442
H (-4.0614, -4.0522, -0.0044)  0.431
H (-6.5659, -5.9290, 0.0335)  0.419
H (-5.4222, -5.6815, -1.0859)  0.405
H (-7.1039, -4.3195, -1.6557)  0.305
Cl (-0.0455, 3.5259, 1.7306)  1.512
O (-0.0579, 2.8368, 3.0209)  -0.643
O (0.9339, 4.6682, 1.8681)  -0.623
O (0.3010, 2.4351, 0.7938)  -0.637
O (-1.3438, 4.0890, 1.4030)  -0.610
C (-6.6119, 4.9289, -4.4369)  -1.203
C (-6.4809, 3.4134, -4.3638)  0.307
C (-5.1166, 2.7954, -4.6150)  -0.762
O (-5.0030, 2.4978, -6.0476)  -0.324
C (-3.8772, 1.7027, -6.4687)  -0.757
N (-6.9322, 3.0092, -3.0392)  -0.745
H (-6.4842, 5.3738, -3.4500)  0.354
H (-7.5571, 5.1527, -4.9314)  0.286
H (-5.8448, 5.3442, -5.0905)  0.338
H (-6.9882, 2.9499, -5.2099)  0.303
H (-4.9779, 1.7973, -4.1995)  0.373
H (-4.3270, 3.4770, -4.2987)  0.352
H (-3.8446, 1.5771, -7.5510)  0.272
H (-3.7489, 0.7548, -5.9463)  0.288
H (-2.9234, 2.1889, -6.2639)  0.315
H (-6.1307, 3.3020, -2.4989)  0.307
H (-6.9154, 2.0010, -3.0978)  0.295
C (-0.5836, 6.4536, 8.1546)  -1.459
C (-1.4557, 7.5983, 7.6779)  0.451
C (-0.6574, 8.7205, 7.1284)  -0.685
O (-1.5240, 9.6910, 6.5032)  -0.334
C (-1.2719, 10.2784, 5.2316)  -0.730
N (-2.4786, 7.1070, 6.7461)  -0.705
H (-1.0833, 5.5556, 8.5180)  0.365
H (0.1134, 6.8174, 8.9095)  0.356
H (0.0392, 6.0619, 7.3504)  0.353
H (-2.0624, 7.9332, 8.5192)  0.268
H (0.0476, 8.3913, 6.3651)  0.386
H (-0.1410, 9.1388, 7.9924)  0.296
H (-2.2175, 10.7194, 4.9163)  0.244
H (-0.9982, 9.6446, 4.3882)  0.333
H (-0.4907, 11.0253, 5.3733)  0.288
H (-3.1306, 7.8435, 6.5166)  0.296
H (-1.9450, 6.8920, 5.9160)  0.278
C (1.3066, -10.0418, -1.7110)  -1.271
C (1.2800, -9.5963, -3.1976)  0.457
C (2.0609, -8.2726, -3.3194)  -0.638
O (1.4257, -7.1583, -2.6251)  -0.333
C (2.1404, -5.9770, -2.9049)  -0.824
N (1.8483, -10.7438, -4.0048)  -0.761
H (1.0350, -9.1541, -1.1398)  0.310
H (2.3222, -10.3250, -1.4345)  0.331
H (0.6484, -10.8952, -1.5484)  0.342
H (0.2786, -9.4612, -3.6065)  0.300
H (2.3086, -7.9443, -4.3288)  0.378
H (2.9881, -8.3762, -2.7559)  0.252
H (3.2170, -5.8405, -3.0074)  0.337
H (1.6910, -5.3497, -2.1350)  0.263
H (1.8273, -5.6520, -3.8971)  0.340
H (2.0325, -10.3810, -4.9292)  0.246
H (1.0871, -11.3649, -4.2392)  0.271
C (5.1139, 6.7233, -3.3672)  -1.396
C (5.1818, 5.2454, -3.7471)  0.412
C (6.1025, 4.3417, -2.8203)  -0.664
O (7.4725, 4.8155, -3.0030)  -0.305
C (8.3405, 4.5350, -1.9381)  -0.739
N (3.8253, 4.6705, -3.7908)  -0.766
H (4.9115, 6.7940, -2.2985)  0.321
H (4.2477, 7.1114, -3.9032)  0.410
H (5.9933, 7.3043, -3.6451)  0.307
H (5.4153, 5.2910, -4.8109)  0.292
H (6.0233, 3.2776, -3.0429)  0.358
H (5.7181, 4.5468, -1.8212)  0.362
H (7.9380, 4.8179, -0.9654)  0.320
H (9.3388, 4.9560, -2.0573)  0.249
H (8.5322, 3.4626, -1.9029)  0.289
H (3.5335, 4.7541, -2.8275)  0.296
H (3.9190, 3.6678, -3.8681)  0.257
C (7.7892, -4.0166, 1.3488)  -0.869
C (7.8972, -5.3163, 1.7454)  0.462
C (6.7548, -6.0283, 2.5087)  0.750
O (6.8792, -7.1362, 2.8843)  -0.548
C (5.5636, -5.2199, 2.6739)  -0.830
C (5.5874, -3.8927, 2.3559)  0.695
C (6.6881, -3.1547, 1.7718)  0.433
O (6.7258, -1.9002, 1.6670)  -0.590
O (4.3876, -3.1408, 2.4934)  -0.504
O (8.8933, -6.2122, 1.4173)  -0.527
H (8.5052, -3.5293, 0.7035)  0.415
H (4.6491, -5.6624, 3.0405)  0.427
H (4.5203, -2.3780, 1.9259)  0.332
H (8.9266, -7.0737, 1.8395)  0.355

***

(3)
The following is a quantum chemistry calculation of a structure of composition C27H63N7O9Pt at a distorted geometry, from the OMol25 dataset.

Values from the calculation:
- 2S+1 = 3
- HOMO level (spin up / spin down) (eV) = -6.0462 / -6.2358
- net charge = 0

Last column: Mulliken charge in e.
Element x y z (Å)
Pt (-0.3422, -0.5175, 0.0799)  6.308
C (1.4512, -3.3974, 2.0743)  -1.331
C (2.3250, -2.2442, 1.5565)  0.877
C (3.4197, -2.7601, 0.5801)  -1.269
O (1.4960, -1.2251, 1.0994)  -1.609
H (0.8965, -3.1704, 2.9847)  0.162
H (2.0669, -4.2623, 2.3216)  0.486
H (0.8292, -3.7795, 1.2648)  0.110
H (2.8176, -1.7590, 2.3991)  -0.201
H (2.9742, -2.9642, -0.3935)  0.208
H (3.9297, -3.6504, 0.9479)  0.379
H (4.1187, -1.9665, 0.3162)  0.172
C (0.9975, 0.7228, -4.2658)  -1.504
C (0.6952, -0.2752, -3.1493)  1.420
C (1.6684, -1.3613, -3.2319)  -1.337
O (0.4734, 0.2232, -1.8661)  -0.767
H (0.0771, 1.2980, -4.3657)  0.314
H (1.2545, 0.2511, -5.2142)  0.364
H (1.8283, 1.3992, -4.0650)  0.180
H (-0.2519, -0.7527, -3.4007)  -0.475
H (1.6929, -1.8767, -4.1921)  0.437
H (1.5606, -2.1710, -2.5102)  0.053
H (2.6640, -0.9576, -3.0484)  0.184
C (-1.4649, -3.3619, -1.5004)  -0.119
O (-1.0180, -2.4797, -0.8296)  -0.590
N (-2.6977, -3.8897, -1.4010)  0.164
C (-3.6967, -3.5236, -0.4138)  -0.614
C (-3.1114, -4.9964, -2.2947)  -0.973
H (-0.8523, -3.9751, -2.1793)  0.273
H (-3.3464, -2.7250, 0.2402)  -0.172
H (-3.8820, -4.3927, 0.2175)  0.361
H (-4.6311, -3.0715, -0.7464)  0.329
H (-3.9912, -4.6832, -2.8568)  0.301
H (-2.2617, -5.2894, -2.9113)  0.315
H (-3.3413, -5.8606, -1.6714)  0.354
C (-1.9908, -1.7848, 2.7591)  -0.171
O (-1.6028, -1.3487, 1.6620)  -0.610
N (-1.6363, -1.4594, 4.0048)  0.368
C (-2.3616, -1.8731, 5.2248)  -1.022
C (-0.4661, -0.5469, 4.2861)  -0.712
H (-2.7652, -2.5670, 2.7839)  0.151
H (-2.6397, -1.0692, 5.9064)  0.328
H (-1.7416, -2.5572, 5.8041)  0.366
H (-3.2403, -2.5036, 5.0885)  0.325
H (0.1028, -0.5914, 3.3574)  -0.214
H (-0.7749, 0.4656, 4.5459)  0.382
H (0.0828, -0.9464, 5.1388)  0.425
C (4.1805, 3.1117, -0.1709)  -0.136
O (3.4530, 3.9015, -0.8294)  -0.639
N (4.5019, 1.8323, -0.5193)  0.280
C (5.2404, 0.9597, 0.3879)  -0.811
C (3.8836, 1.1828, -1.6737)  -1.031
H (4.6170, 3.5192, 0.7541)  0.492
H (5.4780, 1.4916, 1.3092)  0.381
H (6.1780, 0.5651, -0.0037)  0.344
H (4.7471, 0.0939, 0.8298)  0.034
H (3.0049, 0.5902, -1.4190)  0.193
H (3.5738, 1.8147, -2.5060)  0.293
H (4.5646, 0.4298, -2.0704)  0.458
C (-4.4903, -0.8980, -6.6885)  0.101
O (-5.6818, -0.6355, -6.5095)  -0.609
N (-3.4646, -0.5040, -5.9299)  0.146
C (-2.0658, -0.5823, -6.3877)  -0.924
C (-3.6172, 0.1965, -4.6693)  -0.921
H (-4.1829, -1.4763, -7.5736)  0.327
H (-2.1792, -0.6982, -7.4656)  0.472
H (-1.4326, -1.3283, -5.9076)  0.174
H (-1.5993, 0.3993, -6.3047)  0.315
H (-2.8110, -0.0783, -3.9891)  0.150
H (-3.2894, 1.1846, -4.9922)  0.418
H (-4.6064, 0.2263, -4.2125)  0.361
C (-3.2369, 0.7073, -1.1634)  -0.429
O (-2.2044, 0.2930, -0.6588)  -0.599
N (-3.5820, 2.0314, -1.4030)  0.296
C (-2.6863, 3.1474, -1.1940)  -1.033
C (-4.8714, 2.4158, -1.9797)  -1.115
H (-4.1238, 0.0723, -1.3133)  0.448
H (-3.0418, 3.7693, -0.3724)  0.366
H (-2.8841, 3.8951, -1.9621)  0.358
H (-1.6256, 2.9104, -1.1106)  0.258
H (-5.4992, 2.9414, -1.2602)  0.344
H (-4.6855, 3.0845, -2.8201)  0.367
H (-5.4058, 1.5769, -2.4255)  0.370
C (0.7797, 2.4016, 1.0360)  -0.037
O (0.0361, 1.4696, 0.8157)  -2.269
N (0.3830, 3.4404, 1.7985)  0.507
C (1.2093, 4.6351, 1.8722)  -0.902
C (-0.8931, 3.4608, 2.5205)  -0.904
H (1.7678, 2.5751, 0.5822)  0.064
H (1.4258, 4.7125, 2.9377)  0.391
H (0.6328, 5.5325, 1.6478)  0.330
H (2.1731, 4.5841, 1.3656)  0.099
H (-0.7010, 3.6087, 3.5832)  0.290
H (-1.4882, 4.2826, 2.1224)  0.296
H (-1.4426, 2.5376, 2.3365)  0.187
C (3.1048, 1.7772, 3.6203)  0.340
O (3.5306, 2.7531, 3.0751)  -0.583
N (3.3362, 1.4435, 4.9237)  0.159
C (3.0353, 0.0224, 5.3525)  -0.494
C (3.9677, 2.1880, 6.0032)  -0.961
H (2.6649, 0.9335, 3.0664)  0.168
H (2.3056, -0.4690, 4.7090)  -0.314
H (2.5282, -0.0141, 6.3167)  0.365
H (3.8737, -0.6682, 5.2614)  0.331
H (4.1741, 3.2550, 5.9197)  0.314
H (3.2952, 1.9940, 6.8388)  0.354
H (4.8314, 1.6290, 6.3631)  0.361